141
Properties=species:S:1:pos:R:3 method="wB97M-V/def2-TZVPD" multiplicity=1 e_tot_ev=-155018.5222 e_lumo_ha=-0.0824 e_homo_ha=-0.3137 total_charge=+1 orbital_gap_ev=6.3
As 1.34371 1.86964 0.89843
F 10.25027 -3.47989 -1.52614
F -5.29268 7.55364 7.06178
F 0.35134 3.06148 0.04557
F 0.93074 0.75931 -0.49940
F 11.57349 -2.66543 -3.09395
F 9.71108 -3.50544 -3.60858
F 2.27458 0.50505 1.69930
F 2.80528 2.35499 0.02681
F -0.10213 1.20910 1.71687
F 1.67148 3.02922 2.25458
F -7.36503 8.09853 6.62561
F -6.90468 6.08360 6.59014
O 10.45195 -0.38211 -2.18559
O 8.37438 -1.13934 -2.51500
O -6.71058 7.11693 3.83975
O -4.64460 7.75092 4.51989
N 5.10470 -4.84216 5.38621
N -6.12438 -3.74660 0.00126
N 0.32201 0.50529 -7.92665
C 8.54472 0.57296 7.92517
C -9.35728 -5.07995 -2.05873
C -4.70008 -4.00469 -0.42311
C -3.99501 7.69767 3.26091
C -5.27308 -5.64994 1.33555
C -8.51821 -4.18140 -1.01355
C -1.53201 2.12445 -7.91443
C -4.15173 1.48017 9.51804
C 7.78839 1.69362 7.38185
C 5.86596 -4.92100 4.20906
C 2.14627 -1.50348 -7.67747
C 4.44042 3.43366 -8.90023
C -0.98410 -0.14841 -8.49539
C 8.69816 3.11502 9.03719
C 1.13766 -0.49031 -6.99616
C 2.35072 2.11745 -8.40708
C 6.74304 -6.29636 5.72914
C 5.60989 -5.67580 6.33153
C -6.22965 -4.46496 1.40871
C 1.35698 1.08656 -8.95156
C -0.32025 1.62957 -7.08318
C -7.04197 -4.53816 -1.07713
C 9.97327 0.88602 -1.86860
C -4.26033 -5.33132 0.24846
C -2.13039 2.51131 11.05126
C -1.90263 2.47737 9.67720
C 10.30144 -2.80996 -2.67011
C -7.19998 -0.08797 -0.86185
C 2.52996 -2.54998 -6.58875
C -4.34705 1.60660 10.85780
C -2.52651 8.00181 3.60788
C -10.90030 -4.87343 -1.99264
C -6.43276 -1.43581 -1.02262
C -3.37000 2.18938 11.56495
C -5.92861 7.37083 4.76370
C 6.87394 -5.88060 4.42948
C -6.58493 -2.26176 0.24386
C 9.28869 0.77031 9.03502
C -1.95652 0.99071 -8.81781
C -6.34472 7.25783 6.28993
C 7.84992 2.89211 7.94695
C 9.41307 2.06630 9.52424
C -2.94209 1.89227 8.91500
C 3.48121 2.32772 -9.37017
C 9.61182 -1.35895 -2.40380
C 9.61673 1.64598 -3.18390
H 9.54903 2.72394 -3.03719
H -4.08642 -3.19860 -0.02092
H 10.45187 1.70613 -3.88176
H -11.32463 -5.15413 -1.02866
H -0.60570 -0.68951 -9.36264
H -7.35113 0.16410 0.18778
H -9.22387 -6.13586 -1.82347
H 8.75430 1.19053 -3.67058
H -1.44447 -0.80188 -7.75435
H -2.96574 0.60116 -8.68431
H -1.30376 3.07676 -8.39307
H -5.42358 -1.27795 -1.40306
H 9.22581 0.84779 -1.07616
H 5.13470 3.73871 -9.68318
H -6.67739 -2.06870 -1.87569
H 10.79827 1.37938 -1.35470
H 5.66610 -4.30358 3.34578
H -1.08096 3.02249 9.23660
H 0.37896 2.32813 -6.62361
H -6.66516 0.73713 -1.33224
H 8.76466 4.13328 9.39094
H -5.29757 1.37595 11.31570
H -1.80803 8.13008 2.79830
H -4.10556 6.75309 2.72834
H -4.73369 -3.90833 -1.50832
H -1.43671 2.96566 11.74319
H -5.88296 -1.87142 0.98073
H -8.91244 -4.25295 0.00015
H 3.40691 -3.11189 -6.91019
H -6.94741 -5.62372 -1.05040
H -3.22920 -5.18511 0.57016
H -9.05772 -4.76088 -3.05701
H 7.35227 -7.05689 6.19479
H -6.68380 -4.22463 -2.05771
H 2.97953 -0.93456 -8.08987
H -2.30852 2.40509 -7.20282
H -4.93819 1.05453 8.91248
H 1.93262 3.08281 -8.12182
H -8.71087 -3.17549 -1.38655
H -11.23865 -5.67813 -2.64538
H -3.53816 2.46285 12.59614
H 3.99481 1.40204 -9.62981
H 5.08307 2.97561 -8.14837
H 1.67595 0.29474 -6.46509
H -8.09612 -0.13989 -1.48018
H 4.28207 -4.26443 5.48411
H 2.66890 -2.07045 -5.61982
H -1.83986 1.06600 -9.89894
H 8.57051 -0.31163 7.30611
H 1.75379 -1.95836 -8.58695
H 0.77533 1.63756 -9.69061
H 3.12981 2.68287 -10.33893
H 7.19332 3.68465 7.61958
H -7.57140 -2.25962 0.70753
H 2.81792 1.69567 -7.51718
H -2.04689 7.24366 4.22698
H -7.28959 -4.67216 1.55599
H 7.63864 -6.23583 3.75463
H 0.35422 -0.87295 -6.34201
H -11.24337 -3.90569 -2.35854
H -5.84091 -3.82798 2.20320
H 9.89035 -0.05076 9.39591
H -0.78520 0.95368 -6.36546
H -3.06564 1.76499 7.84966
H 5.02339 -5.81475 7.22769
H -2.43562 8.92434 4.18128
H 7.29556 1.51323 6.43794
H 1.82479 0.26079 -9.48762
H 1.73882 -3.28832 -6.45808
H -4.74455 -5.61624 2.28825
H 3.94681 4.31369 -8.48793
H -4.33505 -6.11753 -0.50280
H -5.85844 -6.56667 1.26453
H -4.58851 8.38025 2.65267
H 9.95736 2.28398 10.43130